[1]
ORCA calculation (wB97M-V/def2-TZVPD) on a single C7H8O molecule at a distorted geometry.

Structure (SMILES)   OC1[C@H]2C=CC=C[C@H]12
Energy relative to the best compared isomer or geometry (same formula, charge and spin)   5.606 eV
Net charge   0
HOMO   -8.2 eV

Structure (XYZ):
```
16
C7H8O wB97M-V/def2-TZVPD
O -0.6211 -2.0941 -1.5117
C 0.2446 -0.5770 0.3563
C -1.0028 1.3775 0.1846
C -0.5320 0.2169 -0.6363
C -0.0110 1.7967 0.9743
C 1.5711 -0.1280 0.4549
C -0.8399 -1.3432 -0.4304
C 1.3211 1.2011 0.7686
H 2.0953 1.9056 0.9563
H -0.3080 -2.8825 -1.0928
H -1.9657 1.9269 0.4509
H 0.1000 2.7612 1.4968
H 2.4288 -0.5861 0.3483
H -1.7335 -1.5557 0.1413
H -0.0308 0.5420 -1.6521
H -0.1231 -0.6231 1.4137
```

These are the Mulliken partial charges, in e, on atoms 1 to 4:
1. O -0.50
2. C 0.05
3. C -0.66
4. C 0.05

[2]
ORCA calculation (wB97M-V/def2-TZVPD) on 2 unconnected molecules or ions with the total composition C7H8O3 at a distorted geometry.

Structure (SMILES)   C#C/C=C/C.O=CC(=O)O
Energy relative to the best compared isomer or geometry (same formula, charge and spin)   4.030 eV
Net charge   0
HOMO   -8.9 eV

Structure (XYZ):
```
18
C7H8O3 wB97M-V/def2-TZVPD
O 0.0591 -3.1430 -3.4724
O 0.4403 -1.4978 -4.8984
O -0.0039 0.1547 -2.5182
C 0.2628 0.5560 1.7711
C -0.9051 -2.6319 0.3856
C -0.6680 -1.4318 0.6865
C -0.3289 -0.0472 0.7246
C 0.6159 2.0484 1.7366
C -0.0312 -1.9592 -3.7211
C -0.4005 -0.9684 -2.6040
H -1.3271 -3.5867 0.1713
H 1.6075 2.1713 1.8078
H 0.5374 0.0291 2.6470
H -0.4505 0.5954 -0.2109
H 0.3379 2.4184 2.8044
H -1.0011 -1.5034 -1.8696
H 0.1928 2.5798 1.0189
H 0.8595 -2.1747 -5.4379
```

These are the Mulliken partial charges, in e, on atoms 1 to 4:
1. O -0.51
2. O -0.44
3. O -0.44
4. C -0.02

[3]
ORCA calculation (wB97M-V/def2-TZVPD) on a molecular structure, C7H8S at a distorted geometry.

Energy relative to the best compared isomer or geometry (same formula, charge and spin)   6.909 eV
Net charge   0
HOMO (spin up / spin down)   -7.9 / -7.9 eV

Structure (XYZ):
```
16
C7H8S wB97M-V/def2-TZVPD
S -3.8659 -0.0109 0.2609
C 1.5035 0.3956 0.6667
C 1.1816 -1.0683 0.5011
C -0.2259 -0.9449 -0.1711
C 0.2301 1.2819 0.7200
C -0.1260 0.2132 -1.2469
C -0.7985 0.3711 0.0676
C 0.9336 1.1533 -0.5508
H 0.0326 1.9305 1.5238
H 2.4270 0.6601 1.0568
H 1.9912 -1.4914 -0.1827
H -0.5405 -0.0519 -2.1776
H -0.9484 -1.6800 -0.3750
H 1.4747 2.0119 -1.0010
H -4.3039 -1.0866 -0.5663
H 1.0349 -1.6836 1.4747
```

These are the Mulliken partial charges, in e, on atoms 1 to 4:
1. S -0.38
2. C -0.55
3. C -0.49
4. C -0.33

[4]
ORCA calculation (wB97M-V/def2-TZVPD) on a molecular structure, C7H9Br3FN2 at a distorted geometry.

Net charge   +1
HOMO   -13.0 eV

Structure (XYZ):
```
22
C7H9Br3FN2 wB97M-V/def2-TZVPD
Br -2.2526 -4.4165 -1.0759
Br 0.9200 -4.0230 -1.2819
Br -0.6339 -3.1479 1.3755
F 4.0652 2.5818 -0.2129
N 2.5646 1.0337 -0.8937
N 1.3325 0.6040 -0.8831
C -0.5789 -4.3834 -0.1123
C 0.3625 2.3446 0.4625
C 2.8015 2.1408 -0.2191
C 0.2060 1.0839 -0.3133
C -1.1413 0.3345 -0.4458
C -2.0841 0.5231 0.8085
C 1.7143 2.8418 0.4696
H -2.8222 1.3493 0.6349
H -2.6260 -0.4369 1.0147
H 1.1894 -0.2766 -1.3998
H -1.6541 0.6578 -1.3846
H -0.4292 -5.3748 0.3027
H 1.9469 3.7870 1.0127
H -0.4897 2.8288 0.9774
H -0.9244 -0.7734 -0.5598
H -1.4666 0.7214 1.7239
```

These are the Mulliken partial charges, in e, on atoms 1 to 4:
1. Br 0.02
2. Br -0.01
3. Br -0.02
4. F -0.19

[5]
ORCA calculation (wB97M-V/def2-TZVPD) on a single C7H9ClN2O molecule at a distorted geometry.

Structure (SMILES)   CC[C@H](C(=O)Cl)n1ccnc1
Energy relative to the best compared isomer or geometry (same formula, charge and spin)   0.447 eV
Net charge   0
HOMO   -8.9 eV

Structure (XYZ):
```
20
C7H9ClN2O wB97M-V/def2-TZVPD
Cl 3.4727 -1.2673 -1.0833
O 2.7713 -0.8142 1.2782
N 1.0692 1.2496 0.1741
N 0.9700 3.4761 0.2092
C -0.4857 -2.1091 -0.9740
C 0.5791 1.6527 1.4048
C 2.4400 -0.6827 0.1421
C 1.2526 2.3882 -0.4680
C 0.4889 3.0271 1.3768
C 0.0734 -1.0955 0.0659
C 1.1832 -0.0491 -0.3921
H -1.5858 -2.4904 -0.8699
H 0.0605 3.7284 2.1911
H 0.3679 -1.8416 0.9338
H 1.4785 2.3319 -1.5734
H -0.7574 -0.5508 0.4425
H 0.0795 -2.9751 -1.1210
H -0.3063 -1.5270 -1.8815
H 1.1741 0.0722 -1.5365
H 0.4542 0.9101 2.1263
```

These are the Mulliken partial charges, in e, on atoms 1 to 4:
1. Cl -0.18
2. O -0.44
3. N 0.18
4. N -0.64

[6]
ORCA calculation (wB97M-V/def2-TZVPD) on a gas-phase ion, C7H9ClN3O (charge +1) at a distorted geometry.

Structure (SMILES)   CN(CC1=C=CC[N+](Cl)=C1)N=O
Energy relative to the best compared isomer or geometry (same formula, charge and spin)   5.252 eV
Net charge   +1
HOMO   -11.8 eV

Structure (XYZ):
```
21
C7H9ClN3O wB97M-V/def2-TZVPD
Cl -4.3903 0.6027 0.0892
O 2.5347 -1.7463 0.1105
N 1.7391 -0.8660 0.0036
N 1.9377 0.3855 0.0132
N -2.7644 0.0182 0.0135
C 3.2702 0.9310 0.1625
C -2.6549 -1.4397 -0.0440
C 0.8067 1.2755 -0.1653
C -1.7475 0.8939 0.0013
C -0.4562 0.4693 -0.1007
C -0.3367 -0.9311 -0.1034
C -1.1971 -1.9027 -0.0325
H 0.8305 2.0434 0.6153
H 3.9072 0.5992 -0.6604
H -1.0052 -2.9563 0.0289
H -2.0079 1.9400 0.0415
H 3.2270 2.0155 0.1769
H -3.1504 -1.8711 0.8366
H -3.1667 -1.8065 -0.9451
H 0.9142 1.7804 -1.1360
H 3.7101 0.5652 1.0943
```

These are the Mulliken partial charges, in e, on atoms 1 to 4:
1. Cl -0.02
2. O -0.55
3. N 0.28
4. N 0.25

[7]
ORCA calculation (wB97M-V/def2-TZVPD) on a single C7H9F molecule at a distorted geometry.

Structure (SMILES)   C[C@H]1[C@H]2C=C[C@H](F)[C@@H]12
Energy relative to the best compared isomer or geometry (same formula, charge and spin)   2.625 eV
Net charge   0
HOMO   -9.5 eV

Structure (XYZ):
```
17
C7H9F wB97M-V/def2-TZVPD
F -0.1219 1.9965 1.5113
C -0.9504 -1.8001 -1.3910
C 1.1771 0.1068 -0.8686
C 0.5804 1.3736 -0.8246
C 0.8880 -0.9072 0.1875
C -0.3053 -0.2382 0.8579
C -0.4681 -1.5887 0.1159
C -0.4293 1.1071 0.3886
H -0.6835 -1.1057 -2.2073
H -2.1645 -1.8875 -1.3374
H -0.4362 -0.2909 1.8439
H -0.7477 -2.4024 0.9136
H 1.9898 0.0958 -1.5820
H 0.6199 2.2313 -1.3187
H -0.5597 -2.8647 -1.7755
H -1.5264 1.2769 0.2412
H 1.6508 -1.3417 0.8253
```

These are the Mulliken partial charges, in e, on atoms 1 to 4:
1. F -0.34
2. C -1.07
3. C -0.77
4. C -0.61